(1)
Molecular formula: C3H4OS
Method: DFT, ωB97M-V with the def2-TZVPD basis set

Last column: Mulliken charge in e.
Element x y z (Å)
C  -1.059  -0.312  -1.064  -0.33
C  -0.133  0.116  -0.208  -0.06
C  0.854  -0.524  1.355  -0.71
O  -0.274  2.141  -1.992  -0.38
S  -1.008  1.511  -0.901  0.32
H  -1.289  -1.064  -1.864  0.33
H  0.316  0.066  2.089  0.27
H  1.951  -0.384  1.238  0.27
H  0.640  -1.550  1.347  0.30

## Properties
Frontier orbital gap (spin up / spin down) ... 0.23633 / 0.25317 Ha
LUMO (spin up / spin down) ... 0.8 / -3.2 eV
Relative energy (zero: lowest compared OMol25 entry of this formula, charge and spin) ... 117.2 kcal per mole
HOMO energy (spin up / spin down) ... -5.589 / -10.124 eV
⟨S²⟩ ... 2.02
Energy ... -16050.192 eV
2S+1 ... 3

(2)
Molecular formula: C3H4OS2
Method: DFT, ωB97M-V with the def2-TZVPD basis set

Last column: Mulliken charge in e.
Element x y z (Å)
C  0.386  0.654  -0.683  -0.02
C  -0.623  0.385  0.331  0.07
C  -0.808  -1.017  0.776  -0.34
H  2.630  0.634  -1.220  0.16
H  -0.887  1.202  1.008  0.33
H  -1.112  -1.193  1.811  0.24
H  -0.116  -1.720  0.394  0.32
O  -1.704  -0.445  -0.142  -0.37
S  1.968  -0.139  -0.335  -0.17
S  0.265  1.640  -1.939  -0.23

## Properties
Frontier orbital gap ... 0.30755 Ha
LUMO ... -0.6 eV
Relative energy (zero: lowest compared OMol25 entry of this formula, charge and spin) ... 52.6 kcal per mole
HOMO energy ... -8.982 eV
Energy ... -26891.610 eV
Structure (SMILES) ... S=C(S)[C@@H]1CO1

(3)
Molecular formula: C3H4OS2
Method: DFT, ωB97M-V with the def2-TZVPD basis set

Last column: Mulliken charge in e.
Element x y z (Å)
C  -0.307  -0.082  0.274  -0.27
C  0.627  -1.111  -0.253  -0.46
C  0.618  1.114  -0.084  0.52
H  -2.152  1.302  0.280  0.14
H  -0.405  -0.178  1.383  0.28
H  0.396  -1.598  -1.188  0.35
H  0.795  -1.910  0.512  0.28
O  0.480  2.278  -0.253  -0.49
S  -2.094  0.119  -0.370  -0.21
S  2.041  0.066  -0.302  -0.14

## Properties
Frontier orbital gap ... 0.36270 Ha
LUMO ... 0.4 eV
Relative energy (zero: lowest compared OMol25 entry of this formula, charge and spin) ... 19.0 kcal per mole
HOMO energy ... -9.423 eV
Energy ... -26893.063 eV

(4)
Molecular formula: C3H4OS3
Method: DFT, ωB97M-V with the def2-TZVPD basis set

Last column: Mulliken charge in e.
Element x y z (Å)
C  -1.880  0.728  0.175  -0.75
C  0.235  -0.194  -0.152  0.33
C  1.729  0.111  -0.142  0.16
H  -2.220  -0.224  0.628  0.33
H  -2.151  0.702  -0.847  0.38
H  -2.238  1.634  0.647  0.23
H  2.045  -2.172  0.387  0.14
O  -0.456  0.761  0.271  -0.23
S  -0.249  -1.726  -0.639  -0.27
S  2.912  -1.185  0.214  -0.12
S  2.272  1.567  -0.542  -0.22

## Properties
Frontier orbital gap ... 0.28176 Ha
LUMO ... -1.2 eV
Relative energy (zero: lowest compared OMol25 entry of this formula, charge and spin) ... 25.5 kcal per mole
HOMO energy ... -8.848 eV
Energy ... -37727.615 eV
Structure (SMILES) ... COC(=S)C(=S)S

(5)
Molecular formula: C3H4OS3
Method: DFT, ωB97M-V with the def2-TZVPD basis set

Last column: Mulliken charge in e.
Element x y z (Å)
C  -1.151  0.952  0.168  0.61
C  -0.058  0.156  -0.196  -0.70
C  1.527  -2.036  0.201  -0.11
H  -2.132  3.150  0.216  0.20
H  0.981  0.561  -0.254  0.39
H  -0.148  -0.085  -1.249  0.39
H  1.895  -2.782  1.053  0.24
O  -1.918  0.833  1.152  -0.54
S  -1.530  2.342  -0.918  -0.29
S  0.002  -1.434  0.865  0.04
S  2.533  -1.657  -1.038  -0.22

## Properties
Frontier orbital gap ... 0.31553 Ha
LUMO ... -0.6 eV
Relative energy (zero: lowest compared OMol25 entry of this formula, charge and spin) ... 35.5 kcal per mole
HOMO energy ... -9.167 eV
Energy ... -37727.184 eV
Structure (SMILES) ... O=C(S)CSC=S

(6)
Molecular formula: C3H4OS4
Method: DFT, ωB97M-V with the def2-TZVPD basis set

Last column: Mulliken charge in e.
Element x y z (Å)
C  0.000  -0.508  -0.191  0.03
C  -0.424  0.543  -1.085  -0.06
C  0.134  -0.091  1.286  0.21
H  -0.842  -2.615  0.398  0.14
H  1.125  -0.644  -0.403  0.31
H  0.113  1.462  -2.713  0.36
H  1.549  1.161  2.683  0.17
O  0.545  0.737  -2.097  -0.46
S  -1.175  -1.779  -0.639  -0.14
S  -1.787  1.284  -1.070  -0.22
S  1.485  1.061  1.317  -0.14
S  -0.722  -0.611  2.514  -0.20

## Properties
Frontier orbital gap ... 0.31405 Ha
LUMO ... -0.6 eV
Relative energy (zero: lowest compared OMol25 entry of this formula, charge and spin) ... 10.6 kcal per mole
HOMO energy ... -9.173 eV
Energy ... -48562.648 eV
Structure (SMILES) ... OC(=S)[C@H](S)C(=S)S

(7)
Molecular formula: C3H4OSi
Method: DFT, ωB97M-V with the def2-TZVPD basis set

Last column: Mulliken charge in e.
Element x y z (Å)
C  2.536  0.612  -0.257  0.00
C  1.508  0.165  0.211  -0.14
C  0.272  -0.215  0.592  -0.27
O  -0.971  1.442  0.380  -0.39
Si  -1.454  0.043  -0.108  0.48
H  3.378  1.353  -0.472  0.33
H  0.109  -0.162  1.633  0.23
H  -2.502  -0.790  0.495  -0.11
H  -1.311  0.051  -1.476  -0.13

## Properties
Frontier orbital gap (spin up / spin down) ... 0.31036 / 0.31049 Ha
LUMO (spin up / spin down) ... -1.2 / -1.2 eV
Relative energy (zero: lowest compared OMol25 entry of this formula, charge and spin) ... 60.7 kcal per mole
HOMO energy (spin up / spin down) ... -9.665 / -9.668 eV
Energy ... -13096.187 eV

(8)
Molecular formula: C3H4P2
Method: DFT, ωB97M-V with the def2-TZVPD basis set

Last column: Mulliken charge in e.
Element x y z (Å)
C  0.719  -0.535  0.016  -0.14
C  -0.047  0.242  0.728  -0.46
C  -1.636  1.887  -0.825  -0.17
P  0.761  -2.339  0.451  -0.03
P  -0.647  2.088  0.432  -0.17
H  1.326  -0.290  -0.887  0.31
H  -0.568  -0.268  1.561  0.28
H  2.167  -2.297  0.339  0.03
H  -2.074  1.513  -1.814  0.36

## Properties
Frontier orbital gap (spin up / spin down) ... 0.28520 / 0.26449 Ha
LUMO (spin up / spin down) ... -0.7 / -1.2 eV
Relative energy (zero: lowest compared OMol25 entry of this formula, charge and spin) ... 86.0 kcal per mole
HOMO energy (spin up / spin down) ... -8.489 / -8.435 eV
Energy ... -21747.497 eV
Structure (SMILES) ... [H]/P=C/C=P#C

(9)
Molecular formula: C3H4S
Method: DFT, ωB97M-V with the def2-TZVPD basis set

Last column: Mulliken charge in e.
Element x y z (Å)
C  -1.843  -0.149  -0.002  0.13
C  -0.672  -0.221  -0.007  0.40
C  0.757  -0.440  0.038  -1.14
S  -3.537  -0.005  0.005  -0.28
H  -3.430  -1.327  -0.135  0.11
H  1.385  -0.406  0.947  0.29
H  0.997  0.197  -0.762  0.27
H  1.033  -1.575  -0.293  0.22

## Properties
Frontier orbital gap ... 0.35198 Ha
LUMO ... 0.8 eV
Relative energy (zero: lowest compared OMol25 entry of this formula, charge and spin) ... 30.2 kcal per mole
HOMO energy ... -8.732 eV
Energy ... -14008.268 eV
Structure (SMILES) ... CC#CS

(10)
Molecular formula: C3H4S
Method: DFT, ωB97M-V with the def2-TZVPD basis set

Last column: Mulliken charge in e.
Element x y z (Å)
C  -0.050  -0.093  -0.067  -0.10
C  -2.514  0.350  0.412  -0.37
C  1.163  -0.145  -0.421  -0.21
S  2.680  -0.016  0.418  -0.10
H  -2.617  -0.660  0.144  0.22
H  -2.193  0.787  -0.610  0.15
H  1.401  -0.236  -1.444  0.28
H  2.130  0.013  1.569  0.12

## Properties
Frontier orbital gap ... 0.28107 Ha
LUMO ... -1.4 eV
Relative energy (zero: lowest compared OMol25 entry of this formula, charge and spin) ... 170.8 kcal per mole
HOMO energy ... -9.004 eV
Energy ... -14002.172 eV